(1)
Formula: C51H43N2O2P2SiW
Source: OMol25
Level of theory: wB97M-V/def2-TZVPD

Computed properties:
- LUMO level (spin up / spin down): -2.94 / -3.67 eV
- Orbital gap (spin up / spin down): 6.15 / 7.28 eV
- Expectation value of S²: 2.0273
- HOMO (spin up / spin down): -9.09 / -10.95 eV

```
! wB97M-V def2-TZVPD RIJCOSX def2/J DEFGRID3
* xyz 1 3
W 0.52 -0.35 -0.31
C 0.87 2.48 2.26
Si -0.31 1.15 1.62
C -1.91 2.07 1.19
C -2.74 2.68 2.14
C -3.91 3.31 1.75
C -4.28 3.34 0.40
C -3.46 2.76 -0.55
C -2.29 2.12 -0.15
P -1.11 1.41 -1.32
C -0.15 2.83 -1.94
C -0.30 4.10 -1.37
C 0.49 5.15 -1.81
C 1.43 4.96 -2.82
C 1.58 3.70 -3.38
C 0.80 2.64 -2.94
C -2.14 0.82 -2.70
C -1.82 1.02 -4.04
C -2.63 0.46 -5.03
C -3.75 -0.27 -4.69
C -4.07 -0.46 -3.35
C -3.27 0.07 -2.36
C -0.73 0.01 3.07
C -0.72 0.41 4.40
C -1.03 -0.48 5.42
C -1.37 -1.79 5.12
C -1.40 -2.21 3.80
C -1.08 -1.32 2.78
P -1.15 -1.78 1.02
C -0.75 -3.56 0.91
C -1.63 -4.53 1.39
C -1.30 -5.88 1.31
C -0.09 -6.27 0.75
C 0.79 -5.31 0.26
C 0.46 -3.96 0.34
C -2.95 -1.75 0.66
C -3.58 -2.66 -0.20
C -4.92 -2.52 -0.51
C -5.66 -1.48 0.02
C -5.06 -0.59 0.91
C -3.72 -0.74 1.23
H 0.41 3.02 3.09
H 1.09 3.22 1.49
H 1.81 2.05 2.61
H -2.47 2.65 3.19
H -4.55 3.77 2.49
H -5.20 3.83 0.10
H -3.74 2.78 -1.60
H -1.03 4.27 -0.59
H 0.37 6.13 -1.37
H 2.04 5.78 -3.15
H 2.32 3.53 -4.16
H 0.95 1.66 -3.36
H -0.97 1.61 -4.32
H -2.38 0.63 -6.07
H -4.38 -0.69 -5.46
H -4.96 -1.03 -3.07
H -3.53 -0.08 -1.32
H -0.44 1.43 4.65
H -1.00 -0.15 6.45
H -1.60 -2.49 5.92
H -1.65 -3.24 3.58
H -2.59 -4.24 1.81
H -1.99 -6.62 1.69
H 0.17 -7.32 0.70
H 1.73 -5.61 -0.18
H 1.15 -3.23 -0.05
H -3.03 -3.50 -0.59
H -5.39 -3.25 -1.17
H -6.71 -1.37 -0.23
H -5.64 0.20 1.36
H -3.28 -0.06 1.95
O 6.56 4.13 0.81
C 6.66 3.29 -0.24
O 7.67 3.23 -0.88
C 5.46 2.45 -0.56
C 5.66 1.29 -1.29
C 4.59 0.48 -1.64
C 3.29 0.84 -1.28
C 3.09 2.01 -0.55
C 4.16 2.80 -0.19
N 2.17 0.05 -1.64
C 2.20 -0.59 -2.81
C 1.11 -1.42 -3.13
C 1.03 -2.17 -4.32
C -0.06 -2.96 -4.55
C -1.09 -2.99 -3.58
C -0.95 -2.25 -2.44
N 0.14 -1.49 -2.17
H 5.75 3.96 1.31
H 6.67 1.03 -1.58
H 4.78 -0.44 -2.17
H 2.09 2.30 -0.30
H 3.96 3.73 0.35
H 3.02 -0.48 -3.50
H 1.84 -2.10 -5.03
H -0.14 -3.55 -5.45
H -1.99 -3.57 -3.73
H -1.72 -2.23 -1.70
C 1.70 -0.64 1.17
H 1.86 -0.28 2.18
H 2.44 -1.42 0.93
*
```

These are the Löwdin partial charges, in e, on atoms 1 to 5: W 1.065; C -0.187; Si 0.513; C -0.305; C -0.079



(2)
Formula: C51H43N5O12SW
Source: OMol25
Level of theory: wB97M-V/def2-TZVPD

Computed properties:
- LUMO level (spin up / spin down): -0.72 / -1.07 eV
- Orbital gap (spin up / spin down): 6.17 / 6.37 eV
- Expectation value of S²: 2.0121
- HOMO (spin up / spin down): -6.89 / -7.44 eV
- ΔE to the lowest compared entry with this formula, charge and spin: 0.0000 eV

```
! wB97M-V def2-TZVPD RIJCOSX def2/J DEFGRID3
* xyz 0 3
W 1.59 -0.03 0.58
C -7.79 -10.29 -0.30
O -7.34 -9.63 0.87
C -6.41 -8.65 0.73
C -5.90 -8.23 -0.49
C -4.96 -7.20 -0.51
C -4.52 -6.60 0.65
C -5.05 -7.03 1.87
C -5.98 -8.04 1.91
C -3.52 -5.53 0.66
N -3.28 -4.72 1.66
C -2.28 -3.90 1.23
C -1.91 -4.21 -0.06
N -2.71 -5.26 -0.42
C -0.87 -3.52 -0.77
C -0.41 -3.78 -2.07
C 0.60 -3.02 -2.59
C 1.17 -1.99 -1.82
N 0.74 -1.73 -0.59
C -0.26 -2.48 -0.08
C -0.62 -2.15 1.27
N 0.10 -1.16 1.84
C -0.12 -0.87 3.11
C -1.10 -1.52 3.86
C -1.86 -2.51 3.28
C -1.62 -2.85 1.95
H -8.50 -11.04 0.04
H -6.96 -10.78 -0.82
H -8.29 -9.59 -0.97
H -6.22 -8.67 -1.42
H -4.60 -6.88 -1.48
H -4.71 -6.56 2.79
H -6.40 -8.38 2.85
H -2.70 -5.78 -1.28
H -0.85 -4.58 -2.66
H 0.98 -3.18 -3.58
H 1.96 -1.37 -2.20
H 0.52 -0.12 3.56
H -1.22 -1.24 4.90
H -2.63 -3.03 3.84
C 6.91 4.29 1.89
O 5.82 4.76 2.67
C 4.65 4.11 2.55
C 3.61 4.63 3.37
C 2.38 4.06 3.32
C 2.11 2.95 2.47
C 0.82 2.39 2.38
C -0.30 2.92 3.24
O 0.50 1.44 1.62
C 3.16 2.43 1.66
O 3.02 1.46 0.83
C 4.44 3.04 1.73
H 7.75 4.94 2.13
H 6.68 4.36 0.82
H 7.16 3.26 2.14
H 3.83 5.48 4.00
H 1.59 4.46 3.93
H -0.56 3.94 2.94
H -0.01 2.95 4.29
H -1.18 2.29 3.11
H 5.20 2.63 1.09
O 6.92 -2.60 2.47
C 5.87 -2.15 2.11
C 4.75 -1.59 3.00
O 4.76 -1.53 4.21
C 3.72 -1.16 2.06
C 4.07 -1.40 0.75
O 3.24 -1.09 -0.21
C 5.40 -2.01 0.65
O 6.01 -2.34 -0.34
O 2.56 -0.61 2.33
C -3.24 6.04 -2.54
C -2.08 5.27 -1.95
C -2.28 4.53 -0.79
C -1.23 3.81 -0.23
C 0.03 3.86 -0.78
C 0.25 4.60 -1.94
N 1.50 4.69 -2.56
C 2.69 4.02 -2.28
C 3.87 4.78 -2.30
C 5.10 4.19 -2.11
C 5.20 2.83 -1.85
C 4.04 2.08 -1.79
C 2.79 2.64 -2.03
C 1.61 1.73 -2.11
O 0.75 1.85 -2.96
O 1.67 0.69 -1.31
C -0.82 5.30 -2.54
C -0.55 6.06 -3.81
H -4.15 5.83 -1.99
H -3.41 5.77 -3.58
H -3.07 7.11 -2.51
H -3.27 4.49 -0.35
H -1.42 3.18 0.62
H 0.84 3.32 -0.32
H 1.66 5.58 -3.01
H 3.79 5.85 -2.47
H 5.99 4.81 -2.15
H 6.16 2.36 -1.69
H 4.09 1.02 -1.57
H -1.46 6.44 -4.26
H -0.05 5.42 -4.55
H 0.10 6.92 -3.65
C -2.25 1.63 -2.73
S -1.65 0.10 -2.02
C -3.25 -0.69 -1.84
O -1.20 0.42 -0.63
H -2.66 1.45 -3.72
H -1.38 2.28 -2.79
H -3.00 2.06 -2.07
H -3.72 -0.79 -2.81
H -3.88 -0.09 -1.17
H -3.09 -1.67 -1.40
*
```

These are the Löwdin partial charges, in e, on atoms 1 to 5: W 1.872; C -0.078; O -0.074; C -0.279; C -0.013



(3)
Formula: C51H44AsBr2CsFN3O7
Source: OMol25
Level of theory: wB97M-V/def2-TZVPD

Computed properties:
- LUMO level: 3.33 eV
- Orbital gap: 2.93 eV
- HOMO: 0.39 eV
- ΔE to the lowest compared entry with this formula, charge and spin: 2.4620 eV

```
! wB97M-V def2-TZVPD RIJCOSX def2/J DEFGRID3
* xyz -2 1
Cs 0.17 -0.35 -0.82
C -2.82 3.00 -2.41
C -1.55 3.17 -3.19
C -1.36 4.31 -4.00
C -0.20 4.43 -4.72
C 0.78 3.42 -4.65
C 1.98 3.43 -5.36
Br 2.39 4.86 -6.57
C 2.89 2.40 -5.25
C 2.61 1.34 -4.42
Br 3.86 -0.10 -4.30
C 1.43 1.20 -3.65
O 1.19 0.20 -2.94
C 0.50 2.31 -3.79
N -0.64 2.23 -3.10
H -3.66 2.98 -3.10
H -2.96 3.84 -1.73
H -2.79 2.08 -1.85
H -2.12 5.07 -4.04
H -0.03 5.29 -5.35
H 3.82 2.42 -5.81
C -1.75 -0.67 -4.84
C -2.07 -1.71 -3.82
N -1.52 -1.77 -2.64
C -2.03 -2.86 -2.02
C -2.93 -3.49 -2.86
N -2.94 -2.73 -4.00
C -3.79 -4.68 -2.79
O -3.74 -5.40 -1.69
O -4.49 -4.97 -3.74
C -1.60 -3.24 -0.64
O -2.14 -4.26 -0.13
O -0.72 -2.54 -0.11
H -1.22 0.13 -4.33
H -2.65 -0.28 -5.31
H -1.10 -1.09 -5.61
H -3.52 -2.96 -4.79
H -3.08 -4.97 -0.98
F 4.53 -1.05 5.36
C 4.07 -0.06 4.52
C 4.75 0.20 3.33
C 4.31 1.21 2.52
C 3.16 2.00 2.84
C 2.74 3.03 2.03
C 2.50 1.68 4.06
C 2.95 0.68 4.88
H 5.61 -0.39 3.07
H 4.83 1.44 1.60
H 3.24 3.25 1.10
H 1.88 3.62 2.29
H 1.62 2.25 4.34
H 2.45 0.45 5.81
O 1.50 -1.05 1.06
As 1.53 -2.65 1.19
C 2.01 -3.63 -0.42
C 2.70 -4.83 -0.32
C 3.10 -5.50 -1.47
C 2.81 -4.99 -2.72
C 2.12 -3.79 -2.82
C 1.75 -3.10 -1.68
C 0.11 -3.49 2.19
C -0.22 -4.82 2.05
C -1.28 -5.35 2.75
C -2.01 -4.55 3.61
C -1.66 -3.22 3.78
C -0.61 -2.68 3.07
C 3.05 -3.15 2.31
C 2.87 -3.74 3.55
C 3.95 -4.12 4.31
C 5.23 -3.88 3.85
C 5.42 -3.24 2.64
C 4.33 -2.87 1.87
H 2.93 -5.24 0.66
H 3.65 -6.44 -1.38
H 3.11 -5.52 -3.61
H 1.88 -3.38 -3.80
H 1.22 -2.16 -1.76
H 0.34 -5.44 1.35
H -1.56 -6.39 2.62
H -2.86 -4.96 4.15
H -2.23 -2.60 4.46
H -0.33 -1.64 3.14
H 1.85 -3.91 3.91
H 3.80 -4.59 5.28
H 6.09 -4.19 4.44
H 6.43 -3.03 2.30
H 4.46 -2.34 0.93
C -2.67 7.82 1.59
C -2.99 6.36 1.51
C -4.27 5.88 1.72
C -4.57 4.53 1.62
C -5.98 4.09 1.86
C -3.55 3.60 1.29
C -3.86 2.20 1.12
O -3.14 1.33 0.65
C -2.22 4.08 1.13
C -1.07 3.17 0.87
C -1.98 5.44 1.23
H -3.57 8.41 1.79
H -2.24 8.17 0.65
H -1.95 8.02 2.38
H -5.06 6.58 1.97
H -6.62 4.94 2.07
H -6.02 3.42 2.72
H -6.38 3.56 1.00
H -4.89 1.92 1.44
H -1.08 2.31 1.54
H -0.12 3.69 0.99
H -1.12 2.77 -0.14
H -0.97 5.81 1.10
*
```

These are the Löwdin partial charges, in e, on atoms 1 to 5: Cs 1.593; C -0.032; C -0.335; C -0.030; C -0.046